Entry from OMol25: a 5-piece molecular cluster, C13H32NO6S4 overall (ωB97M-V/def2-TZVPD).

Calculated values
Maximum force ... 0.0269 hartree/bohr
HOMO level ... -2.00 eV
Spin multiplicity ... 1
Charge ... -1

Element x y z (Å)
C1 2.337 -4.225 -5.478
N1 2.423 -5.280 -6.556
C2 3.820 -5.403 -6.840
C3 4.705 -6.078 -5.819
O1 4.298 -4.970 -7.879
C4 1.758 -6.458 -6.327
C5 0.308 -6.330 -5.910
O2 2.238 -7.582 -6.494
H1 2.293 -4.735 -4.510
H2 1.454 -3.621 -5.634
H3 5.707 -5.675 -5.886
H4 4.701 -7.141 -6.038
H5 4.292 -5.948 -4.825
H6 -0.259 -6.927 -6.622
H7 -0.034 -5.307 -5.884
H8 0.187 -6.806 -4.942
C6 2.611 -1.572 -2.582
S1 0.979 -2.163 -2.113
O3 0.351 -2.642 -3.363
C7 0.300 -0.540 -1.739
H9 3.187 -2.434 -2.913
H10 2.514 -0.869 -3.408
H11 3.086 -1.101 -1.719
H12 0.369 0.088 -2.628
H13 0.848 -0.099 -0.904
H14 -0.745 -0.672 -1.464
C8 3.615 1.533 1.859
S2 1.978 1.012 2.390
O4 1.273 0.517 1.177
C9 1.344 2.658 2.714
H15 4.166 0.644 1.561
H16 3.522 2.211 1.010
H17 4.125 2.021 2.688
H18 1.412 3.257 1.805
H19 1.912 3.121 3.520
H20 0.305 2.565 3.019
C10 -3.371 5.727 3.570
S3 -2.186 4.469 3.095
O5 -1.117 4.452 4.132
C11 -1.521 5.345 1.673
H21 -3.876 5.386 4.472
H22 -2.854 6.666 3.765
H23 -4.102 5.851 2.770
H24 -1.121 6.306 1.996
H25 -2.311 5.485 0.936
H26 -0.727 4.737 1.245
C12 -5.000 2.340 5.838
S4 -6.065 3.681 6.382
O6 -5.336 4.945 6.091
C13 -5.876 3.372 8.142
H27 -4.942 2.381 4.752
H28 -4.006 2.469 6.265
H29 -5.432 1.388 6.145
H30 -4.820 3.426 8.408
H31 -6.284 2.391 8.381
H32 -6.431 4.141 8.675

Entry from OMol25: C13H33AgMnN3O6 as an isolated structure (ωB97M-V/def2-TZVPD).

Calculated values
⟨S²⟩ ... 12.010
Maximum force ... 0.0941 hartree/bohr
Energy relative to the best compared isomer or geometry (same formula, charge and spin) ... 3.054 eV
HOMO level (alpha / beta) ... -12.97 / -12.97 eV
Spin multiplicity ... 7
Charge ... +2

Element x y z (Å)
Ag1 -0.357 -3.210 3.088
Mn1 0.907 0.249 5.003
C1 0.966 -0.848 2.684
O1 0.404 -1.418 1.709
O2 1.002 -1.453 3.847
O3 0.962 0.432 2.908
C2 -2.253 -0.500 -1.517
C3 -2.662 -0.755 -0.080
C4 -2.870 0.503 0.782
O4 -3.924 0.295 1.730
C5 -3.833 1.258 2.746
N1 -3.894 -1.597 -0.135
H1 -1.370 0.143 -1.590
H2 -3.109 -0.021 -1.994
H3 -1.969 -1.401 -2.054
H4 -1.965 -1.402 0.472
H5 -3.188 1.311 0.117
H6 -1.976 0.713 1.371
H7 -4.606 1.084 3.500
H8 -3.983 2.295 2.443
H9 -2.896 1.114 3.303
H10 -4.566 -1.024 -0.659
H11 -4.346 -1.559 0.780
C6 0.260 3.775 0.437
C7 1.813 3.712 0.523
C8 2.413 5.000 1.082
O5 2.062 6.113 0.289
C9 2.749 6.193 -0.962
N2 2.202 2.595 1.398
H12 -0.085 4.602 -0.186
H13 -0.010 4.112 1.444
H14 -0.131 2.808 0.140
H15 2.222 3.550 -0.475
H16 3.501 4.942 1.209
H17 1.975 5.200 2.068
H18 3.802 5.989 -0.755
H19 2.591 7.208 -1.315
H20 2.360 5.527 -1.735
H21 1.627 2.586 2.240
H22 1.827 1.720 1.029
C10 0.820 -2.465 -2.166
C11 1.095 -3.705 -1.274
C12 1.892 -4.818 -2.103
O6 1.400 -5.077 -3.336
C13 0.221 -5.857 -3.438
N3 1.865 -3.322 -0.132
H23 1.730 -2.133 -2.679
H24 0.468 -1.664 -1.525
H25 0.182 -2.746 -3.007
H26 0.176 -4.192 -0.942
H27 1.785 -5.690 -1.444
H28 2.920 -4.475 -2.226
H29 0.380 -6.850 -3.014
H30 -0.059 -5.967 -4.482
H31 -0.645 -5.376 -2.971
H32 2.708 -2.927 -0.560
H33 1.410 -2.576 0.413

Entry from OMol25: C13H33CaO9V as an isolated structure (ωB97M-V/def2-TZVPD).

Calculated values
Maximum force ... 0.0614 hartree/bohr
Energy relative to the best compared isomer or geometry (same formula, charge and spin) ... 0.105 eV
HOMO level ... -13.04 eV
Spin multiplicity ... 1
Charge ... +2

Element x y z (Å)
O1 1.065 2.888 -3.916
V1 0.693 3.851 -2.740
O2 2.024 4.474 -2.148
Ca1 -2.542 3.551 1.360
O3 -0.320 0.335 -0.734
C1 -0.424 1.660 -0.556
O4 0.373 2.354 -1.268
O5 -1.303 2.050 0.260
H1 0.306 0.367 -1.493
C2 2.432 -2.146 1.359
C3 2.394 -3.509 0.691
C4 3.485 -4.439 1.186
O6 1.163 -4.153 0.992
H2 3.439 -1.722 1.369
H3 2.188 -2.295 2.418
H4 1.677 -1.467 0.962
H5 2.558 -3.378 -0.390
H6 4.422 -3.897 0.983
H7 3.590 -5.315 0.554
H8 3.405 -4.603 2.255
H9 0.441 -3.612 0.635
C5 -2.470 -3.677 0.879
C6 -1.898 -2.284 0.744
C7 -1.592 -1.585 2.050
O7 -0.713 -2.363 -0.113
H10 -3.477 -3.664 1.293
H11 -1.819 -4.331 1.458
H12 -2.552 -4.093 -0.127
H13 -2.575 -1.685 0.111
H14 -1.073 -0.633 1.901
H15 -0.948 -2.187 2.696
H16 -2.511 -1.437 2.623
H17 -0.515 -1.446 -0.320
C8 2.778 4.264 1.796
C9 2.193 2.872 2.031
C10 2.802 1.841 1.095
O8 2.471 2.468 3.369
H18 2.445 4.732 0.862
H19 3.868 4.257 1.668
H20 2.624 4.948 2.634
H21 1.099 2.961 1.912
H22 2.513 0.833 1.395
H23 3.887 1.920 1.104
H24 2.481 1.960 0.053
H25 3.262 2.915 3.687
C11 -4.469 0.222 -2.628
C12 -3.493 1.356 -2.749
C13 -2.293 0.936 -3.585
O9 -4.154 2.471 -3.379
H26 -4.996 0.088 -3.569
H27 -5.232 0.458 -1.878
H28 -3.991 -0.682 -2.258
H29 -3.185 1.744 -1.757
H30 -2.593 0.757 -4.616
H31 -1.781 0.058 -3.193
H32 -1.552 1.753 -3.650
H33 -3.609 3.259 -3.317

Entry from OMol25: a 3-piece molecular cluster, C13H33FO16P4S overall (ωB97M-V/def2-TZVPD).

Calculated values
Maximum force ... 0.1981 hartree/bohr
HOMO level ... -9.55 eV
Spin multiplicity ... 1
Charge ... 0

Element x y z (Å)
O1 6.716 -3.381 -0.597
C1 6.463 -2.619 0.497
O2 5.199 -1.811 0.446
P1 3.984 -2.988 0.977
P2 1.979 -2.131 0.984
O3 1.542 -1.745 -0.488
O4 0.921 -3.352 1.722
O5 1.866 -0.734 2.068
O6 7.310 -2.595 1.701
S1 8.727 -1.675 1.472
O7 8.914 -1.295 -0.017
O8 9.931 -2.507 2.056
F1 8.540 -0.248 2.449
H1 4.337 -3.251 2.355
H2 1.570 -3.865 2.321
H3 1.679 0.086 1.517
C2 -2.751 -2.627 -0.442
C3 -3.546 -2.252 -1.678
O9 -3.064 -2.937 -2.826
P3 -3.526 -4.518 -3.023
O10 -5.022 -4.150 -3.172
O11 -3.293 -4.668 -4.665
C4 -4.318 -5.245 -5.463
C5 -5.098 -4.151 -6.176
O12 -1.854 -4.929 -2.857
C6 -0.832 -4.289 -3.620
C7 -0.103 -3.236 -2.802
H4 -2.709 -3.712 -0.311
H5 -3.194 -2.178 0.451
H6 -1.720 -2.271 -0.526
H7 -4.609 -2.456 -1.520
H8 -3.449 -1.178 -1.868
H9 -4.974 -5.880 -4.861
H10 -3.839 -5.893 -6.204
H11 -5.414 -3.353 -5.499
H12 -5.986 -4.566 -6.665
H13 -4.474 -3.674 -6.939
H14 -1.201 -3.846 -4.547
H15 -0.120 -5.072 -3.898
H16 -0.684 -2.315 -2.735
H17 0.850 -2.978 -3.273
H18 0.082 -3.580 -1.780
C8 -0.677 5.444 5.614
C9 -1.483 4.833 4.484
O13 -0.867 5.073 3.226
P4 0.421 4.113 2.810
O14 -0.439 2.826 2.782
O15 0.378 4.302 1.156
C10 0.451 3.152 0.323
C11 -0.936 2.788 -0.182
O16 1.382 5.552 2.842
C12 1.003 6.737 2.142
C13 0.392 7.765 3.081
H19 0.367 5.121 5.576
H20 -1.100 5.165 6.583
H21 -0.681 6.536 5.542
H22 -1.619 3.761 4.653
H23 -2.480 5.284 4.456
H24 0.921 2.315 0.848
H25 1.097 3.396 -0.527
H26 -1.676 2.748 0.621
H27 -0.920 1.819 -0.691
H28 -1.294 3.544 -0.889
H29 0.323 6.546 1.310
H30 1.923 7.151 1.719
H31 -0.646 7.522 3.311
H32 0.393 8.755 2.615
H33 0.935 7.814 4.029

Entry from OMol25: C13H33N3O13PS2V as an isolated structure (ωB97M-V/def2-TZVPD).

Calculated values
⟨S²⟩ ... 0.781
Maximum force ... 0.0466 hartree/bohr
Energy relative to the best compared isomer or geometry (same formula, charge and spin) ... 1.561 eV
HOMO level (alpha / beta) ... -5.35 / -5.38 eV
Spin multiplicity ... 2
Charge ... -1

Element x y z (Å)
O1 1.268 1.339 -0.882
V1 1.567 -0.164 -0.490
O2 1.882 -4.590 -0.020
C1 2.525 -3.352 0.182
O3 1.744 -2.338 0.021
O4 3.681 -3.340 0.485
H1 1.085 -4.162 -0.364
O5 3.664 1.372 2.941
C2 3.732 0.368 1.992
O6 2.807 0.361 1.139
O7 4.708 -0.373 2.042
H2 4.358 1.170 3.575
O8 4.231 -0.741 -3.620
C3 3.404 -0.438 -2.583
O9 3.855 0.056 -1.543
O10 2.162 -0.655 -2.668
H3 5.054 -0.396 -3.246
O11 -0.090 0.053 0.939
P1 -1.073 0.676 1.816
N1 -0.340 1.655 2.927
C4 0.576 1.075 3.911
C5 -1.050 2.795 3.507
N2 -1.858 -0.514 2.680
C6 -1.373 -1.889 2.662
C7 -2.911 -0.252 3.618
N3 -2.202 1.580 1.046
C8 -1.819 2.714 0.211
C9 -3.420 0.931 0.537
H4 0.108 1.020 4.899
H5 1.502 1.646 3.895
H6 0.825 0.049 3.633
H7 -1.622 3.269 2.715
H8 -0.387 3.525 3.970
H9 -1.770 2.477 4.274
H10 -0.462 -1.959 2.071
H11 -1.119 -2.192 3.683
H12 -2.106 -2.600 2.267
H13 -2.621 0.322 4.514
H14 -3.674 0.423 3.206
H15 -3.443 -1.108 4.031
H16 -1.244 3.444 0.778
H17 -1.210 2.378 -0.635
H18 -2.693 3.238 -0.175
H19 -3.752 0.148 1.207
H20 -3.224 0.617 -0.494
H21 -4.194 1.700 0.473
C10 -1.683 -2.579 -0.485
S1 -1.281 -1.642 -1.967
O12 -0.347 -0.538 -1.621
C11 -0.188 -2.875 -2.681
H22 -2.527 -2.059 -0.029
H23 -0.835 -2.743 0.172
H24 -2.102 -3.519 -0.856
H25 0.814 -2.846 -2.250
H26 -0.043 -2.549 -3.714
H27 -0.588 -3.887 -2.702
C12 -0.842 1.774 -4.302
S2 0.190 2.265 -5.705
O13 0.849 3.552 -5.349
C13 1.490 1.028 -5.435
H28 -1.292 0.776 -4.329
H29 -1.747 2.386 -4.251
H30 -0.320 1.837 -3.347
H31 1.953 0.717 -6.379
H32 1.043 0.155 -4.968
H33 2.378 1.409 -4.934

Entry from OMol25: a 10-piece molecular cluster, C13H33N7O26S3 overall (ωB97M-V/def2-TZVPD).

Calculated values
Maximum force ... 0.1039 hartree/bohr
Energy relative to the best compared isomer or geometry (same formula, charge and spin) ... 3.386 eV
HOMO level ... -10.78 eV
Spin multiplicity ... 1
Charge ... 0

Element x y z (Å)
C1 4.474 0.912 1.096
N1 4.041 -0.462 1.570
O1 4.549 -0.958 2.547
O2 3.264 -1.089 0.881
H1 3.682 1.430 0.554
H2 5.365 0.637 0.532
H3 4.855 1.442 1.969
C2 0.315 -2.061 -2.705
N2 -0.400 -1.826 -3.977
O3 -1.402 -2.429 -4.054
O4 -0.099 -0.919 -4.682
H4 -0.253 -2.812 -2.156
H5 0.360 -1.203 -2.035
H6 1.350 -2.365 -2.860
C3 -3.455 -1.907 -1.304
N3 -4.936 -1.914 -1.118
O5 -5.622 -2.817 -1.594
O6 -5.443 -1.068 -0.428
H7 -2.965 -1.672 -0.359
H8 -3.269 -1.189 -2.103
H9 -3.308 -2.907 -1.712
C4 -0.122 4.210 -0.356
N4 -0.173 5.405 -1.238
O7 0.026 6.530 -0.721
O8 -0.285 5.218 -2.411
H10 0.656 3.612 -0.830
H11 -1.075 3.683 -0.414
H12 0.115 4.758 0.556
C5 0.784 0.440 0.676
N5 -0.349 0.613 -0.280
O9 -0.145 1.280 -1.283
O10 -1.393 0.099 -0.034
H13 0.707 -0.560 1.101
H14 0.769 1.120 1.527
H15 1.658 0.520 0.029
C6 -4.711 1.103 2.838
N6 -3.395 0.832 2.365
O11 -2.966 -0.266 2.388
O12 -2.795 1.758 1.764
H16 -4.631 1.039 3.924
H17 -5.457 0.497 2.325
H18 -5.059 2.114 2.625
C7 0.458 2.331 -4.449
N7 1.464 2.676 -5.495
O13 2.532 3.082 -5.138
O14 1.102 2.358 -6.640
H19 -0.196 1.535 -4.805
H20 -0.299 3.100 -4.298
H21 1.005 2.034 -3.553
O15 0.178 -0.088 3.886
S1 -0.151 0.955 4.866
O16 0.382 2.288 4.472
O17 -1.737 1.072 5.273
C8 -1.889 1.469 6.719
C9 -0.501 1.514 7.256
O18 0.225 0.699 6.419
H22 -2.437 2.393 6.902
H23 -2.377 0.653 7.253
H24 -0.394 1.107 8.262
H25 0.185 2.360 7.213
O19 0.523 -3.577 0.157
S2 -0.113 -4.682 0.923
O20 0.269 -6.084 0.561
O21 -0.087 -4.383 2.589
C10 -1.231 -3.778 3.083
C11 -2.039 -3.379 1.787
O22 -1.752 -4.411 0.889
H26 -1.766 -4.552 3.633
H27 -0.969 -2.866 3.619
H28 -1.822 -2.399 1.362
H29 -3.119 -3.421 1.933
O23 4.857 -0.543 -1.949
S3 3.716 -0.254 -2.806
O24 2.441 0.274 -2.224
O25 4.192 0.606 -4.166
C12 3.680 -0.086 -5.257
C13 3.879 -1.534 -4.999
O26 3.332 -1.586 -3.703
H30 2.611 0.110 -5.345
H31 4.140 0.200 -6.203
H32 4.945 -1.752 -4.934
H33 3.502 -2.270 -5.708